{
  "formula": "C58H47ClGeN4O3P2PdSTe",
  "method": "wB97M-V/def2-TZVPD",
  "symbols": ["H", "C", "Te", "O", "H", "H", "C", "C", "H", "C", "O", "C", "H", "N", "C", "C", "O", "H", "H", "C", "H", "H", "C", "C", "H", "H", "C", "H", "C", "H", "C", "H", "C", "N", "H", "C", "C", "H", "H", "C", "C", "C", "C", "H", "H", "N", "C", "Ge", "C", "H", "C", "Cl", "C", "C", "H", "H", "C", "H", "H", "C", "H", "C", "H", "C", "H", "H", "C", "Pd", "C", "C", "H", "C", "H", "S", "C", "H", "C", "H", "C", "P", "H", "C", "H", "C", "H", "C", "C", "C", "H", "C", "H", "C", "H", "C", "C", "C", "H", "C", "H", "C", "C", "H", "C", "P", "C", "C", "C", "C", "C", "H", "N", "H", "H", "C", "C", "H", "H", "H", "C"],
  "positions_angstrom": [[1.404922, 0.997031, -4.101372], [3.370849, 0.738914, 0.113671], [0.420306, -4.665388, -0.877894], [-7.257315, 1.511920, 6.654033], [0.792008, 3.578633, -4.022616], [2.064536, -5.513960, 1.717362], [4.719401, 0.397200, -1.940158], [0.583928, -2.686079, -0.365162], [5.322231, -6.276177, -1.821279], [1.642471, -0.565017, 3.094611], [-5.390104, -0.023572, 7.041424], [2.495920, 5.547963, -1.874585], [4.863283, -0.735260, 4.118542], [-4.282590, 2.031039, 5.407449], [0.881861, -2.740070, -5.219692], [-4.039439, 4.539052, 6.346904], [-5.960927, 1.649479, 8.728687], [-0.896842, 0.889149, -7.694473], [-1.264982, -4.397951, 5.130850], [4.575445, -6.092082, -1.055657], [-3.494585, -4.910366, 4.203918], [-2.283732, 4.229184, 2.637795], [4.894152, -1.999161, -1.781513], [3.959418, -0.982628, 3.577089], [-1.800316, 4.661844, -2.006814], [2.390067, -2.256459, -3.776784], [-2.216747, -3.160543, 1.608826], [-2.440070, -2.233557, -4.817294], [-2.357894, 2.636695, -1.553390], [2.819182, -3.087566, 1.181215], [2.808329, -2.316492, 1.940732], [1.594932, -3.116386, -5.942565], [-2.767214, 0.971562, 3.359953], [-1.501213, 1.244802, 1.337519], [1.267657, 0.639662, -6.515029], [3.307261, -5.653848, -1.411316], [-2.816339, 2.347769, 3.559541], [6.491250, -0.662353, -2.381626], [2.363373, 0.886502, 0.498134], [-2.600028, 4.002766, -1.683153], [-4.655290, 2.344372, -0.842200], [-0.936412, -1.781057, -3.363872], [1.158937, 3.945021, -3.072335], [-4.016270, 5.603607, -1.486858], [-3.966031, 5.541746, 6.757215], [-4.823911, 3.693659, 6.996416], [2.794429, -0.259677, 3.802663], [-0.583880, 1.854308, -1.918045], [-3.848741, 4.537845, -1.389595], [2.787365, 0.550035, 4.520516], [-1.971372, 1.391647, -5.905059], [4.279497, 2.249597, 0.433623], [-3.331003, 4.192229, 5.207482], [1.330572, -2.257782, -3.997050], [2.452772, 5.357747, 0.261576], [3.070474, -3.082432, -1.449888], [2.082996, 4.976324, -0.682057], [3.864386, -0.052690, 0.676608], [-0.819224, -3.098211, -6.474641], [-3.405079, 1.818132, -1.132447], [-1.216928, 3.184855, 0.716735], [4.050770, -6.093949, 1.149621], [-5.847225, 4.125027, -0.723138], [-2.234906, 3.150467, 2.587582], [2.357976, 5.451014, -4.013268], [4.874317, -2.567232, 2.452740], [-2.111771, 0.472737, 2.255761], [-0.222720, 0.194933, -0.138589], [1.222994, 3.887716, -0.691782], [-0.838335, 1.048503, -6.624756], [5.158409, 1.367057, -2.128581], [-1.891188, 1.598501, -4.532454], [-2.788152, 1.874393, -3.991683], [-5.999271, 1.258028, 7.336489], [0.444683, 1.111263, -4.594685], [3.178131, 6.388693, -1.870982], [-4.877490, 3.709445, -0.965278], [3.062970, -5.487802, -2.453539], [3.324130, 0.371778, -1.390067], [0.907597, -1.297486, -1.378012], [0.353973, -3.084480, 3.817046], [2.369252, -5.413900, -0.414077], [0.742097, 0.020670, 3.254770], [-3.123136, -3.901572, 2.346245], [-2.678437, 4.898745, 4.714900], [-3.503542, 2.890831, 4.763767], [2.755840, -5.662962, 0.897140], [-0.683995, 1.454919, -3.849537], [2.705930, 1.130908, -1.887562], [0.721995, 3.357121, -1.881939], [-1.644022, -1.400322, -2.634317], [0.375188, 0.910807, -5.964170], [-2.482398, -2.806008, 0.617910], [1.636530, -1.602507, 2.163131], [-2.780899, -4.347522, 3.617134], [2.702968, -1.000436, -1.480347], [0.977984, 3.434151, 0.257482], [-0.471360, -2.734517, -5.516192], [-4.101096, -4.120882, 1.938399], [-1.530175, -4.057976, 4.138333], [3.965447, -2.010370, 2.644287], [4.372727, -6.280478, 2.168753], [-4.906900, 2.456830, 6.501105], [0.154990, -1.856716, 1.112016], [0.423411, -1.771860, -3.064020], [-0.617351, -3.316425, 3.399125], [-1.383275, -2.252525, -4.584793], [5.457628, -0.728204, -2.064821], [2.039360, 5.019789, -3.071822], [-5.452656, 1.694004, -0.504639], [4.959841, -6.304666, 0.200225], [5.499984, -2.893945, -1.829451], [-2.923008, 1.505572, -6.410172], [3.516585, -2.098640, -1.539387], [-0.956667, -2.861723, 2.129706], [-3.235043, 0.753188, -1.003884], [-2.080467, -0.593662, 2.087939], [-3.250318, 0.310512, 4.066833], [-1.607639, 2.565640, 1.504834]],
  "atomic_forces_ev_per_a": [[0.0, 0.0, 0.0], [0.0, -0.1, 0.0], [0.1, 0.0, 0.0], [0.0, 0.0, 0.0], [0.0, 0.0, 0.0], [0.0, 0.0, 0.0], [0.0, 0.0, 0.0], [-0.3, 0.1, 0.1], [0.0, 0.0, 0.0], [0.0, 0.0, 0.0], [0.0, 0.0, 0.0], [0.0, 0.0, 0.0], [0.0, 0.0, 0.0], [0.0, 0.0, 0.0], [0.0, 0.0, 0.0], [0.0, 0.0, 0.0], [0.0, 0.0, 0.0], [0.0, 0.0, 0.0], [0.0, 0.0, 0.0], [0.0, 0.0, 0.0], [0.0, 0.0, 0.0], [0.0, 0.0, 0.0], [0.0, 0.0, 0.0], [0.0, 0.0, 0.0], [0.0, 0.0, 0.0], [0.0, 0.0, 0.0], [0.0, 0.0, 0.0], [0.0, 0.0, 0.0], [0.0, 0.0, 0.0], [0.0, 0.0, 0.0], [0.0, 0.0, 0.0], [0.0, 0.0, 0.0], [0.0, 0.0, 0.0], [0.1, -0.2, 0.0], [0.0, 0.0, 0.0], [0.0, 0.0, 0.0], [0.0, 0.0, 0.0], [0.0, 0.0, 0.0], [-0.1, 0.0, 0.0], [0.0, 0.0, 0.0], [0.0, 0.0, 0.0], [0.0, 0.0, 0.0], [-0.1, 0.1, 0.0], [0.0, 0.0, 0.0], [0.0, 0.0, 0.0], [0.0, 0.0, 0.0], [0.0, 0.0, 0.0], [0.3, 0.0, 0.1], [0.0, 0.0, 0.0], [0.0, 0.0, 0.0], [0.0, 0.0, 0.0], [0.0, 0.1, 0.0], [0.0, 0.0, 0.0], [0.0, 0.1, 0.0], [0.0, 0.0, 0.0], [0.0, 0.0, 0.0], [0.1, 0.0, 0.0], [0.0, 0.1, 0.0], [0.0, 0.0, 0.0], [0.0, 0.0, 0.0], [0.2, 0.1, -0.1], [0.0, 0.0, 0.0], [0.0, 0.0, 0.0], [0.0, 0.0, 0.0], [0.0, 0.0, 0.0], [0.0, 0.0, 0.0], [0.0, 0.0, -0.1], [-0.8, -0.1, 0.2], [0.1, -0.1, -0.1], [0.0, 0.0, 0.0], [0.0, 0.0, 0.0], [0.0, -0.1, 0.0], [0.0, 0.0, 0.0], [0.0, 0.0, 0.0], [0.0, -0.1, 0.0], [0.0, 0.0, 0.0], [0.0, 0.0, 0.0], [0.0, 0.0, 0.0], [0.0, 0.0, -0.1], [0.3, -0.1, -0.1], [0.0, 0.0, 0.0], [0.0, 0.0, 0.0], [0.0, 0.0, 0.0], [0.0, 0.0, 0.0], [0.0, 0.0, 0.0], [0.0, 0.0, 0.0], [0.0, 0.0, 0.0], [-0.1, 0.0, 0.0], [0.0, 0.0, 0.0], [0.0, 0.0, -0.1], [0.0, 0.0, 0.0], [0.0, 0.0, 0.0], [0.0, 0.0, 0.0], [-0.1, -0.1, 0.1], [0.0, 0.0, 0.0], [-0.1, 0.1, 0.0], [-0.1, -0.1, 0.1], [0.0, 0.0, 0.0], [0.0, 0.0, 0.0], [0.0, 0.0, 0.0], [0.0, 0.0, 0.0], [0.0, 0.0, 0.0], [0.0, 0.0, 0.0], [0.7, 0.2, -0.1], [0.0, 0.1, 0.0], [0.0, 0.0, 0.0], [0.0, 0.0, 0.0], [0.0, 0.0, 0.0], [0.0, 0.0, 0.0], [0.0, 0.0, 0.0], [0.0, 0.0, 0.0], [0.0, 0.0, 0.0], [0.0, 0.0, 0.0], [0.0, -0.1, 0.0], [-0.1, 0.1, -0.1], [0.0, 0.0, 0.0], [0.1, 0.1, 0.0], [0.0, 0.0, 0.0], [0.0, 0.0, 0.0]],
  "lowdin_spin": [0.000, 0.048, 0.002, 0.000, 0.000, 0.000, 0.212, 0.010, 0.000, 0.000, 0.000, 0.000, 0.000, 0.000, 0.000, 0.000, 0.000, 0.000, 0.000, 0.000, 0.000, 0.000, 0.303, 0.000, 0.000, 0.000, 0.000, 0.000, 0.000, -0.001, 0.000, 0.000, 0.000, 0.001, 0.000, 0.000, 0.000, -0.006, 0.001, 0.000, 0.000, 0.002, 0.000, 0.000, 0.000, 0.000, 0.000, 0.000, 0.000, 0.000, 0.000, 0.008, 0.000, 0.002, 0.000, -0.004, 0.000, 0.000, 0.000, 0.000, 0.000, 0.000, 0.000, 0.000, 0.000, 0.000, 0.000, 0.004, 0.000, 0.000, 0.011, 0.000, 0.000, 0.000, 0.000, 0.000, 0.000, 0.000, 0.063, 0.027, 0.000, 0.001, 0.000, 0.000, 0.000, 0.000, 0.000, 0.000, 0.015, 0.001, 0.000, 0.000, 0.000, 0.001, 0.000, 0.241, 0.000, 0.000, 0.000, 0.000, 0.000, 0.000, 0.000, 0.001, 0.013, 0.000, 0.001, 0.015, 0.000, 0.000, 0.000, 0.019, 0.000, 0.007, 0.000, 0.000, 0.000, 0.000, 0.000],
  "total_charge": -1,
  "max_force_ha_per_bohr": 0.015,
  "e_above_lowest_kcal_mol": 0.00,
  "orbital_gap_ev": [7.085, 6.055],
  "e_homo_ev": [-5.57, -5.57],
  "spin_multiplicity": 2,
  "total_energy_ev": -182237.956
}